16
Properties=species:S:1:pos:R:3:forces:R:3:mulliken_charge:R:1 method="wB97M-V/def2-TZVPD" total_energy_ev=-7846.626 e_lumo_ev=4.3 homo_ev=-2.55 spin_multiplicity=1 total_charge=-1 orbital_gap_ev=6.8761
C 0.1303 -0.8950 1.4429 -0.1 0.0 0.0 -0.601
O -0.7371 -0.5173 0.4846 0.1 -0.1 0.0 -0.820
C 0.7899 0.2984 2.1714 0.0 0.0 0.1 -0.411
C 1.5260 1.2033 1.1934 -0.2 0.0 0.0 -1.035
H 0.9840 -1.5268 1.0656 0.0 0.0 0.0 0.233
H -0.3349 -1.5285 2.2481 0.1 0.0 0.0 0.224
H 1.4665 -0.0574 2.9657 0.0 0.0 -0.1 0.296
H -0.0137 0.8632 2.6623 0.0 0.0 0.0 0.285
H 1.8981 2.1099 1.6754 0.1 0.1 0.0 0.323
H 0.8284 1.4768 0.3968 0.1 0.0 0.0 0.239
H 2.3680 0.6734 0.7378 0.0 0.0 0.0 0.278
C -1.2137 -0.4192 -2.3646 0.2 0.1 0.0 -0.051
N -0.6454 0.3323 -3.2170 0.0 0.2 -0.1 -0.570
H -0.6818 -0.7467 -1.4620 -0.1 -0.1 0.1 0.181
H -2.2673 -0.7057 -2.4622 -0.1 0.0 0.1 0.219
H -1.3122 0.6536 -3.9214 0.0 -0.2 -0.1 0.209